Below is C17H19ClN2OS in the gas phase, with properties calculated with ωB97M-V/def2-TZVPD.

Computed properties:
Energy above the lowest of the compared OMol25 structures with the same formula, charge and spin: 0.0 kJ/mol
Structure (SMILES): Cc1scc(C(=O)N2CCN(c3ccc(Cl)cc3)CC2)c1C
Calculated total energy: -46323.2742 eV
Frontier orbital gap: 8.4 eV
Largest force on an atom: 0.7 eV/A
Net charge: 0

Geometry as XYZ:
```
41
Properties=species:S:1:pos:R:3:forces:R:3:lowdin_charge:R:1
C -3.82709 -3.04626 -0.84585 -0.045 0.045 0.034 -0.10
C -2.76173 -2.20063 -0.24168 0.430 -0.019 0.080 -0.54
S -1.20812 -2.86595 0.15029 -0.375 0.610 0.065 1.06
C -0.67748 -1.35989 0.77268 -0.127 -0.232 -0.110 -0.35
C -1.62688 -0.39134 0.65456 0.189 -0.477 0.200 -0.22
C -1.37196 0.98928 1.14184 -0.142 -0.067 -0.057 -0.42
O -1.05516 1.21942 2.29310 0.204 0.012 0.232 0.09
N -1.54169 1.99226 0.23132 -0.093 0.235 0.021 -0.05
C -1.54278 1.80229 -1.20189 -0.007 -0.074 -0.261 -0.12
C -0.27996 2.48744 -1.78198 -0.027 -0.076 -0.008 -0.13
N 0.77223 2.53184 -0.79550 -0.086 0.202 -0.171 -0.09
C 1.55639 1.41372 -0.55967 0.288 -0.233 -0.065 -0.22
C 1.37922 0.20999 -1.25120 -0.041 0.179 -0.056 -0.03
C 2.20436 -0.87582 -1.02971 0.235 -0.009 0.122 -0.12
C 3.22870 -0.78816 -0.10479 -0.138 0.074 -0.100 -0.69
Cl 4.24771 -2.15688 0.19164 0.128 -0.164 0.038 0.65
C 3.44372 0.39837 0.57716 -0.052 -0.118 -0.018 -0.10
C 2.62579 1.48350 0.34314 -0.065 -0.006 0.052 -0.01
C 0.42324 3.42639 0.29548 -0.024 0.183 0.118 -0.12
C -1.08820 3.31445 0.60843 0.013 0.073 0.245 -0.11
C -2.84089 -0.87724 0.08216 0.063 -0.226 -0.061 -0.29
C -4.07754 -0.05820 -0.10624 0.023 -0.104 -0.024 -0.03
H -4.17619 -2.61227 -1.78309 -0.043 -0.055 -0.067 0.08
H -3.45248 -4.04725 -1.04034 -0.096 -0.109 -0.070 0.07
H -4.68246 -3.11918 -0.17313 -0.074 -0.074 -0.009 0.08
H 0.31205 -1.26070 1.17081 0.226 0.097 0.123 0.08
H -1.54435 0.73488 -1.41992 -0.025 0.091 -0.027 0.11
H -2.44703 2.24987 -1.63125 0.051 -0.076 -0.048 0.13
H -0.50690 3.52346 -2.05178 0.003 -0.083 -0.058 0.12
H 0.06660 1.98033 -2.68171 -0.057 0.070 -0.020 0.12
H 0.58633 0.09179 -1.97118 -0.126 0.022 -0.038 0.10
H 2.03740 -1.79634 -1.56711 -0.005 -0.095 -0.039 0.11
H 4.25470 0.47571 1.28419 0.084 -0.006 0.055 0.11
H 2.83855 2.40461 0.86182 0.006 0.089 0.027 0.11
H 0.67777 4.45731 0.02236 -0.012 -0.023 0.132 0.12
H 0.98209 3.14759 1.18611 -0.027 0.047 -0.058 0.11
H -1.26367 3.44688 1.67598 0.003 0.090 -0.145 0.12
H -1.67322 4.04961 0.05031 0.028 -0.011 0.024 0.12
H -4.93337 -0.56484 0.33762 -0.114 0.041 0.011 0.09
H -4.29071 0.08525 -1.16616 -0.079 0.086 -0.060 0.09
H -3.96510 0.91387 0.36519 -0.097 0.094 -0.008 0.08
```
Forces are in eV/Å.

---

Below is C17H19ClN4O2 as an isolated structure at a distorted geometry, with properties calculated with ωB97M-V/def2-TZVPD.

Computed properties:
Energy above the lowest of the compared OMol25 structures with the same formula, charge and spin: 1681.5 kJ/mol
Calculated total energy: -40499.3992 eV
Frontier orbital gap: 7.7 eV
Largest force on an atom: 16.7 eV/A
Net charge: 0

Geometry as XYZ:
```
43
Properties=species:S:1:pos:R:3:forces:R:3:lowdin_charge:R:1
C 0.38613 -1.85735 -1.70243 0.034 -0.484 2.431 -0.05
C -0.90803 -2.39548 -2.08529 -2.562 2.951 -2.742 -0.31
H -0.91421 -3.38687 -2.13777 0.355 -4.363 -0.583 0.08
H -1.37097 -2.01553 -3.05848 1.454 -0.274 0.617 0.16
O -1.95414 -2.21562 -1.19837 -3.072 1.890 4.397 -0.03
C -2.54097 -0.88113 -1.05367 2.732 -9.709 1.579 -0.67
O -2.34813 -0.13394 -1.82646 4.554 9.485 -12.287 0.22
N -3.37248 -0.52336 -0.19630 -5.963 -0.009 12.078 -0.02
C -3.70458 0.87503 0.09487 -1.513 0.811 2.421 -0.14
H -3.42011 1.35061 -0.74359 0.182 2.181 -2.970 0.07
H -4.76981 1.14023 0.46143 1.190 -1.375 -1.496 0.16
C -2.86514 1.47527 1.24144 1.666 -3.401 2.203 -0.03
C -1.58855 0.23279 1.38000 2.239 11.071 -0.689 -0.24
N -0.38435 0.63164 1.15483 -0.975 -3.967 0.765 0.12
N 0.07385 1.64235 0.44356 -8.024 -0.455 2.699 0.07
C 1.28289 1.75608 0.19559 6.200 3.753 -5.276 -0.30
C 1.68344 2.79422 -0.56548 -5.480 7.347 -0.590 -0.07
C 2.88185 3.08683 -1.07736 5.352 2.261 -3.181 -0.24
N 3.99055 2.37460 -1.13207 -2.420 -2.904 3.655 0.13
C 3.61383 1.17150 -0.28238 8.791 3.356 -7.509 -0.21
C 4.65595 0.19227 -0.40098 -7.115 -2.366 6.696 0.01
C 4.40920 -0.88258 0.52001 9.892 3.011 -7.569 -0.64
C 3.30152 -1.16812 1.04044 -8.330 -6.025 6.013 -0.19
C 2.20274 -0.34918 1.08066 13.587 4.783 -8.401 0.13
C 2.38869 0.98928 -0.03138 -6.058 -9.677 9.984 -0.05
H 1.41132 -0.60415 1.37501 -11.367 -3.376 4.353 -0.06
H 3.21373 -2.39743 1.51862 0.224 3.953 -1.079 0.20
Cl 5.86028 -1.95591 0.44197 -0.896 -0.240 0.738 0.60
H 5.55711 0.41425 -0.67263 4.967 1.317 -2.092 0.04
H 3.18526 4.01025 -1.62774 -1.713 -0.110 0.498 0.12
H 0.90315 3.82895 -0.79589 1.805 -3.223 0.843 0.19
H -0.57542 2.40725 0.22985 0.455 -0.104 -0.124 0.17
C -2.01133 -0.90516 1.98072 0.001 -5.100 0.252 -0.19
H -2.30828 -1.05635 3.00230 0.205 1.016 0.778 0.13
H -1.26113 -1.71664 1.80483 -0.443 0.511 -0.011 0.15
C -3.24665 -1.14158 1.16979 -4.253 -7.664 -1.263 -0.14
H -3.22843 -2.39122 0.68939 -0.167 3.371 2.329 0.20
H -4.20889 -1.13193 1.95693 2.075 0.488 -2.921 0.18
H -3.34101 1.43220 2.29571 0.383 -0.369 -1.722 0.12
H -2.55429 2.52833 1.23397 0.242 -0.422 -0.890 0.09
H 1.10252 -2.26355 -2.40088 0.665 0.293 0.178 0.09
H 0.54609 -2.14738 -0.58490 0.250 0.343 -2.013 0.12
H 0.22681 -0.81345 -1.73793 0.854 1.425 -0.099 0.06
```
Forces are in eV/Å.

---

Below is C17H19CuN6O3S2 as an isolated structure, with properties calculated with ωB97M-V/def2-TZVPD.

Computed properties:
Energy above the lowest of the compared OMol25 structures with the same formula, charge and spin: 12.0 kJ/mol
Calculated total energy: -99333.5384 eV
Frontier orbital gap (spin up / spin down): 7.2 / 7.4 eV
⟨S²⟩: 0.75
Largest force on an atom: 0.8 eV/A
Multiplicity: 2
Net charge: -1

Geometry as XYZ:
```
48
Properties=species:S:1:pos:R:3:forces:R:3:lowdin_charge:R:1
Cu -0.59128 0.68544 0.22108 -0.116 0.066 0.078 0.56
N -1.91154 -0.31671 -1.12010 0.068 -0.004 -0.152 -0.01
C -3.17677 0.42698 -1.16410 0.007 0.002 0.002 -0.16
C -3.42710 1.16721 0.15933 -0.053 0.021 -0.053 -0.57
O -4.57814 1.54212 0.42956 0.033 -0.002 0.022 -0.04
N -2.31754 1.31671 0.85578 0.039 -0.120 0.019 -0.05
C -2.31812 1.80150 2.20974 0.011 0.010 -0.016 -0.13
C -1.18141 1.12165 2.98854 -0.128 0.169 0.101 -0.60
O -1.16026 1.17127 4.21136 0.015 -0.034 -0.096 0.01
O -0.28122 0.54139 2.25418 -0.084 0.459 -0.014 -0.14
H -1.98989 -1.17373 -0.57744 0.016 0.011 0.006 0.05
H -1.56598 -0.57030 -2.03604 -0.037 0.025 -0.029 0.09
H -3.12015 1.16906 -1.96373 -0.004 0.003 0.001 0.11
H -4.04313 -0.20852 -1.36083 -0.005 0.005 0.003 0.11
H -2.12717 2.88387 2.25685 -0.030 -0.007 0.029 0.12
H -3.26763 1.62578 2.71783 0.000 -0.026 0.005 0.12
S 3.65027 1.54772 -0.77044 0.015 0.005 -0.009 0.97
C 3.54635 -0.15659 -0.65690 0.002 0.012 -0.017 -0.45
C 2.26679 -0.57014 -0.43091 -0.041 -0.031 -0.081 -0.21
C 1.30356 0.48380 -0.33800 -0.025 0.008 0.018 -0.20
C 1.93674 1.68800 -0.51374 -0.005 0.015 -0.026 -0.53
C 1.25770 2.98329 -0.45367 0.023 -0.022 -0.076 -0.28
C 1.91757 4.20786 -0.32072 0.003 0.008 -0.017 -0.04
C 1.17030 5.36606 -0.23200 -0.010 0.002 0.000 -0.08
C -0.21626 5.28975 -0.26435 0.017 0.005 -0.021 -0.08
C -0.79095 4.03605 -0.39537 -0.021 0.008 -0.013 -0.12
N -0.08060 2.92129 -0.50813 0.103 -0.047 0.178 0.10
H 4.43444 -0.75970 -0.77180 -0.010 -0.011 0.004 0.05
H 2.01710 -1.62075 -0.34514 0.014 0.022 0.018 0.06
H 2.99793 4.23598 -0.26338 0.000 0.004 -0.003 0.09
H 1.66402 6.32389 -0.12017 0.002 -0.002 0.000 0.10
H -0.83548 6.17197 -0.17992 -0.003 -0.002 0.000 0.09
H -1.86896 3.90743 -0.40488 0.003 -0.014 0.020 0.11
C 2.01459 -5.14429 -2.07639 -0.002 -0.001 0.000 -0.11
C 0.66295 -5.34034 -1.39009 0.000 0.017 -0.004 -0.26
C 0.36425 -4.27566 -0.38522 0.026 -0.030 -0.039 -0.65
N -0.58869 -3.42260 -0.50413 0.028 -0.016 0.061 0.01
N -0.66310 -2.51689 0.52290 -0.103 -0.025 -0.121 -0.01
C 0.26774 -2.68749 1.41803 0.104 0.183 0.367 -0.71
N 0.42038 -1.93170 2.52439 0.128 -0.742 -0.174 0.12
S 1.31638 -4.04024 1.05679 -0.008 -0.074 -0.002 1.04
H 2.19069 -5.92694 -2.81548 0.003 0.001 -0.005 0.07
H 2.83180 -5.17234 -1.35382 0.000 -0.003 0.000 0.06
H 2.05025 -4.17802 -2.58043 0.001 0.003 0.002 0.08
H 0.62729 -6.32209 -0.91003 0.002 0.000 -0.001 0.10
H -0.14536 -5.30454 -2.12112 -0.003 -0.008 0.000 0.11
H 0.03849 -0.96364 2.49661 0.011 0.181 0.032 0.04
H 1.29915 -2.01282 3.00548 0.014 -0.023 0.000 0.09
```
Forces are in eV/Å.